ORCA calculation (wB97M-V/def2-TZVPD) on an isolated ion of composition C10H15N2O and charge +1 in a non-equilibrium geometry.

```
! RIJCOSX wB97M-V def2-TZVPD def2/J DEFGRID3
* xyz 1 1
C 1.7770 -2.0629 -2.0907
C 1.9463 -1.2907 -1.0614
C -0.4063 -1.1416 -2.6550
C -0.3535 -0.3444 -1.5499
C 0.7925 -1.7615 -3.1946
C 1.0830 -0.0140 -0.9630
C -0.0136 0.1724 1.0142
C -0.3594 0.6060 3.3679
C -0.5537 2.5185 1.7216
C -0.8079 1.0336 1.9722
N -2.5800 0.0894 -0.6507
N -1.3450 0.1015 -0.7150
O 0.9494 0.5806 0.2378
H 2.4352 -2.9746 -2.1287
H 2.5303 -1.5694 -0.1837
H -1.2526 -1.3316 -3.2783
H 1.1735 -0.8101 -3.6875
H 0.6742 -2.6216 -3.8513
H 1.6317 0.7566 -1.6842
H -0.0967 -0.9280 1.0340
H -1.1445 0.8038 4.1001
H 0.4351 1.2374 3.6482
H -0.0944 -0.4905 3.4629
H 0.4781 2.5699 1.6060
H -0.9685 3.0898 2.5774
H -1.0464 2.8568 0.8259
H -1.8562 0.7067 1.8387
H -3.0277 0.2180 0.2872
*
```

The value obtained for the relative energy (zero: lowest compared OMol25 entry of this formula, charge and spin) is 406.80 kJ/mol. Its max |F| is 0.0963 Eh/bohr. The LUMO energy (spin up / spin down) comes out at -4.7403 / -4.7411 eV. The value obtained for the calculated total energy is -574.36610 Eh. As for the highest occupied orbital energy (spin up / spin down): -13.19 / -13.19 eV.